60
Properties=species:S:1:pos:R:3:forces:R:3:mulliken_charge:R:1 method="wB97M-V/def2-TZVPD" gap_ev=7.94 e_homo_ha=-0.342 smiles="COCCCCCCCCC1=CC(=O)C=C(B(O)O)C1=O.NC(N)=O.NC(N)=O"
O 0.654021 -0.579491 1.094462 -0.06 -0.12 0.08 -0.67
O -0.249436 3.604406 -0.067864 0.41 0.16 -0.22 -0.42
O 0.249140 -4.985301 -1.751182 0.02 0.05 -0.05 -0.58
O 8.004407 -1.402826 2.709395 0.00 0.00 -0.02 -0.65
O 4.098192 -1.542666 -1.024635 -0.20 0.05 -0.25 -0.62
O 2.717777 0.389466 -0.755631 0.14 -0.04 0.38 -0.20
O -3.008441 1.191007 2.508923 -0.04 0.03 0.12 -0.56
N -2.057645 2.328009 4.219200 0.04 -0.01 0.02 -0.35
N -4.284013 1.713732 4.307384 -0.05 -0.02 0.01 -0.44
N 7.725686 -2.046235 0.552103 0.06 -0.01 -0.08 -0.31
N 5.934453 -1.284616 1.786785 -0.13 0.08 0.01 -0.29
C -3.110423 1.710848 3.607777 0.07 0.05 0.00 0.54
C -2.734343 0.768197 -3.319965 0.18 0.12 -0.11 -1.03
C 1.569326 -1.873687 -0.645214 -0.05 0.21 0.09 0.32
C -1.950502 -1.669052 1.027714 0.26 0.60 0.16 -1.19
C 0.243010 2.592722 0.780019 -0.28 -0.29 0.27 -0.11
C 0.260446 -3.891794 -1.224593 -0.15 -0.15 -0.10 -0.20
C -3.472748 0.276512 -2.075244 0.15 -0.50 -0.38 -0.97
C 0.482182 -1.490338 0.314035 0.22 0.07 -0.34 0.75
C -1.521464 1.677781 -3.026800 0.18 -0.44 0.35 -0.61
C -0.283858 3.210261 -1.433675 -0.61 0.12 0.21 -0.64
C -2.603443 -0.744954 -1.323343 -0.33 0.31 0.08 -0.13
C -0.804335 -2.255690 0.265513 -0.10 0.26 0.15 0.20
C -2.898788 -0.775895 0.170346 -0.15 -0.64 -0.16 -0.59
C 1.444537 -3.002340 -1.343190 0.14 0.09 -0.04 -0.55
C 7.271826 -1.565794 1.751272 -0.02 -0.01 0.02 0.53
C -0.882782 -3.371298 -0.459156 -0.05 0.08 0.24 -0.05
C -1.610295 2.526225 -1.763704 0.11 0.15 -0.16 0.75
B 2.840154 -0.958540 -0.818066 -0.04 -0.01 0.15 0.41
H -5.073509 1.268109 3.879449 0.01 0.00 -0.01 0.22
H -0.648739 1.027690 -2.904286 0.08 0.01 -0.02 0.14
H 3.568230 0.817610 -0.584041 -0.09 0.04 -0.35 0.26
H -0.171816 4.120056 -2.023431 0.14 0.02 -0.04 0.33
H -1.558069 -0.503161 -1.526924 0.15 -0.03 0.18 -0.02
H -1.184856 2.339747 3.724806 -0.01 0.00 -0.03 0.21
H 4.278433 -1.618135 -1.969882 0.28 -0.04 0.17 0.29
H 5.562787 -0.933343 2.648982 0.04 -0.02 0.02 0.18
H -2.114935 2.762819 5.119876 -0.02 0.00 0.00 0.17
H -1.283608 2.304008 -3.886787 -0.11 0.07 -0.11 0.48
H -2.922842 0.226655 0.580828 0.16 0.05 0.01 0.25
H -3.411299 1.224430 -4.042741 -0.13 0.23 0.16 0.40
H -2.784968 -1.733769 -1.747135 0.15 -0.06 -0.14 0.52
H 0.546126 2.532834 -1.653212 0.13 -0.01 -0.01 0.25
H -2.488355 -2.448862 1.561026 -0.12 -0.12 -0.15 0.58
H 7.133931 -2.189321 -0.243879 -0.04 0.00 0.04 0.16
H 0.462003 3.040864 1.748414 0.06 0.15 -0.01 0.31
H -1.519946 -1.007755 1.777479 -0.03 -0.11 0.20 0.19
H 5.322144 -1.414110 1.002175 0.03 -0.07 -0.07 0.19
H -1.819797 -3.912044 -0.471769 0.09 -0.30 -0.16 0.52
H -2.342475 -0.118453 -3.825827 -0.08 -0.05 -0.14 0.34
H 8.701372 -2.265825 0.486037 0.00 0.00 0.02 0.20
H -4.390887 2.134785 5.210063 0.02 0.01 0.00 0.15
H -1.862374 1.927918 -0.889580 -0.07 -0.22 -0.03 -0.56
H -3.763905 1.092203 -1.418577 -0.04 0.13 0.01 0.35
H -4.385506 -0.219935 -2.409023 -0.16 0.06 0.13 0.57
H -2.402784 3.270301 -1.866294 -0.01 0.09 0.10 0.22
H -3.907278 -1.175044 0.297540 -0.12 0.13 -0.02 0.34
H 2.219144 -3.304601 -2.037104 -0.02 -0.27 0.01 0.39
H -0.492805 1.799282 0.957866 -0.04 0.00 -0.10 -0.09
H 1.149139 2.118775 0.393960 0.04 0.10 -0.07 0.11


67
Properties=species:S:1:pos:R:3:forces:R:3:mulliken_charge:R:1 method="wB97M-V/def2-TZVPD" gap_ev=10.87 e_homo_ha=-0.388 smiles="COC(=O)C(F)(F)F.ClCCCl.ClCCCl.ClCCCl.ClCCCl.ClCCCl.ClCCCl.ClCCCl"
Cl -1.784279 5.524978 2.425673 0.02 -0.01 0.00 -0.20
Cl -0.204931 6.084850 -1.455649 0.00 -0.04 -0.01 -0.19
Cl 2.235190 8.457589 -1.270879 0.00 0.00 0.01 -0.21
Cl 0.804468 2.311998 -0.266500 0.04 0.02 0.00 -0.04
Cl -1.697293 2.228792 3.288137 0.00 -0.02 -0.01 -0.20
Cl -0.381020 -6.075378 0.793158 0.11 -0.06 -0.01 -0.12
Cl -0.271706 -8.833052 -1.197587 0.00 -0.01 0.01 -0.19
Cl -0.513134 -0.706625 -4.525493 0.03 0.00 0.03 -0.20
Cl -2.368617 -3.380627 1.505720 -0.05 -0.06 -0.08 -0.10
Cl -0.195665 2.120483 -6.404472 0.00 -0.01 -0.01 -0.20
Cl -1.867742 0.280504 -0.412682 -0.09 0.04 -0.07 -0.29
Cl -5.498199 -3.847722 2.783692 0.00 -0.01 0.01 -0.20
Cl 5.150602 4.045478 -0.619918 -0.03 0.02 0.02 -0.18
Cl 3.026991 3.227011 -3.126727 -0.03 -0.05 -0.09 -0.09
F 2.061071 -2.770103 4.858143 -0.21 0.18 -0.32 -0.24
F 0.001188 -2.617242 4.149807 0.48 0.07 -0.09 -0.22
F 1.485067 -1.135818 3.547053 -0.12 -0.48 0.11 -0.24
O 2.166157 -4.469467 2.737611 -0.14 -0.40 -0.03 -0.32
O 1.468801 -2.794281 1.472246 -0.05 0.60 -1.11 -0.43
C 1.295026 -2.439233 3.801745 -0.26 0.30 0.38 0.80
C 1.628645 -3.275234 2.536525 0.11 -0.23 0.94 0.46
C -1.685132 -7.791761 -0.885270 -0.04 -0.02 0.00 -0.44
C 5.379225 2.760893 -1.836303 0.06 -0.06 0.02 -0.42
C -0.744307 0.978948 -3.981537 0.04 0.04 0.11 0.09
C 0.610197 0.765490 0.610397 0.08 -0.01 0.11 -0.42
C 1.539540 -5.379302 3.662680 -0.01 -0.22 0.36 -0.52
C -3.788621 -2.314087 1.303468 0.13 0.09 -0.01 -0.03
C -0.162492 -0.225382 -0.208468 0.06 -0.17 -0.09 0.15
C -2.112778 4.132880 1.360082 0.01 0.03 -0.05 0.10
C -4.663042 -2.291649 2.527383 0.00 0.04 0.05 -0.45
C 1.557143 5.809033 -1.304689 -0.06 0.03 0.06 0.16
C 4.806136 3.137178 -3.176354 0.02 -0.01 -0.07 -0.57
C -1.300075 -6.346668 -0.708055 -0.11 0.10 -0.07 -0.46
C 2.222197 6.865544 -0.464116 0.04 -0.02 0.06 -0.37
C -1.332859 1.851653 -5.057558 -0.05 0.04 0.01 -0.45
C -2.780164 3.001213 2.094408 -0.12 -0.03 -0.02 -0.33
H 2.292001 -6.121297 3.927424 -0.07 0.12 -0.14 0.26
H -3.067011 2.229042 1.383038 0.05 -0.01 -0.01 0.12
H -1.417341 0.943227 -3.127224 -0.03 0.01 0.00 0.05
H 1.606381 0.375602 0.808522 0.01 -0.01 -0.04 0.31
H -2.348007 -7.886695 -1.743351 0.02 0.01 -0.02 0.32
H -1.171016 3.820911 0.919518 0.03 0.00 0.01 -0.21
H -2.237489 1.413484 -5.470955 0.02 -0.02 -0.03 0.35
H 1.207282 -4.885363 4.575968 0.04 0.02 -0.11 0.33
H 5.069711 2.377789 -3.910416 -0.02 -0.02 0.01 0.31
H -5.433004 -1.531344 2.409960 -0.01 -0.01 -0.02 0.33
H 5.176560 4.100678 -3.516192 -0.01 0.02 0.04 0.33
H -0.689529 -5.991676 -1.533965 0.04 -0.02 0.02 0.32
H -4.085066 -2.075757 3.422183 0.01 -0.03 0.00 0.32
H 0.118295 0.980970 1.555290 -0.02 0.03 -0.02 0.05
H -3.662700 3.338630 2.631758 0.03 0.02 0.04 0.43
H -0.172386 -1.192856 0.283912 -0.02 -0.06 0.10 -0.10
H 3.260260 6.585579 -0.293340 0.00 -0.01 -0.03 0.18
H 0.687379 -5.867733 3.182550 0.19 0.12 0.02 0.13
H 0.221339 1.356428 -3.652237 0.02 -0.02 -0.03 0.06
H 1.972544 5.777182 -2.305925 -0.02 0.02 -0.04 0.30
H 1.684994 4.836731 -0.835129 0.05 0.01 0.02 -0.21
H -4.338721 -2.649353 0.428070 0.03 -0.05 0.00 0.35
H -2.197522 -5.732937 -0.639607 0.00 -0.01 0.04 0.22
H -2.189795 -8.175948 -0.002846 0.02 -0.01 0.02 0.31
H 0.258561 -0.342578 -1.204553 -0.04 0.03 -0.02 0.29
H 4.913565 1.858240 -1.449532 -0.02 0.02 0.01 0.29
H -1.569172 2.828427 -4.638697 0.03 0.00 0.01 0.31
H 6.451039 2.596591 -1.931117 0.01 0.03 0.01 0.33
H -2.769928 4.484792 0.566547 -0.01 0.01 0.01 0.31
H 1.721841 6.983762 0.493566 -0.03 0.02 -0.01 0.35
H -3.378652 -1.325414 1.111112 -0.12 0.04 0.04 -0.18


60
Properties=species:S:1:pos:R:3:forces:R:3:mulliken_charge:R:1 method="wB97M-V/def2-TZVPD" gap_ev=3.59 e_homo_ha=-0.169
I -2.341160 1.484631 -7.389185 1.37 -3.46 -9.17 -0.67
S -0.792423 3.613563 2.627871 -0.37 0.09 -0.35 -0.09
F -2.576745 2.113026 -5.559998 -0.98 2.87 8.39 -0.02
F -3.966803 2.427687 -3.613460 2.69 1.07 -0.48 -0.27
F -2.973524 4.265757 -4.632067 1.04 -3.74 1.74 -0.26
O 2.204046 -6.235611 0.978026 1.34 5.64 0.00 -0.58
O -1.569946 2.798745 -3.397884 -1.87 -0.97 -0.01 -0.28
N -0.605450 1.202917 -1.785328 4.00 -1.11 -3.34 0.29
N 1.084719 0.509565 -0.366538 -3.88 1.77 -2.20 -0.31
N -0.062422 1.168583 1.709549 0.73 0.06 0.85 0.16
N -1.109824 1.506097 -0.529313 3.03 -1.09 0.67 0.05
N 1.323406 -4.050950 0.827123 2.58 0.74 -1.94 -0.15
C 0.801232 -4.365068 -0.574864 -0.61 -1.01 -0.90 -0.79
C 0.922071 -0.992273 2.593430 0.30 0.02 1.11 -0.83
C 4.015415 -4.548515 1.201056 -0.04 -0.31 -0.54 -0.82
C -3.598023 3.586967 3.385566 -0.25 0.73 0.51 -0.88
C 0.727111 0.621594 -1.781578 -2.06 1.31 4.86 0.40
C -2.258413 4.510112 3.352355 -1.75 -0.17 0.88 -0.40
C 2.155432 -1.918923 2.114013 -1.01 -1.15 0.42 -0.46
C 1.786364 -2.602692 0.696260 -0.21 1.04 0.54 -0.09
C -0.047691 1.076199 0.368066 0.19 -0.15 -3.27 0.11
C 1.901548 -1.484172 -2.939100 -0.25 0.51 -0.26 -0.50
C 2.475605 -4.971221 0.995757 -1.07 -4.76 0.46 0.55
C -2.462175 2.094707 -0.349219 -1.94 0.19 1.43 -0.41
C -2.725587 2.873067 -4.256845 -1.51 2.54 0.98 0.49
C 1.716496 0.150894 -2.948467 0.59 -0.08 0.53 -0.73
C 1.151371 0.602184 2.442601 -0.15 -0.39 1.16 -0.93
C -1.114265 1.754157 2.579600 -0.95 -0.18 1.24 -0.92
C -1.247204 1.387906 -3.116146 -2.43 -0.41 -0.83 -0.57
H 4.236681 -4.262355 2.299377 -0.46 -0.29 -1.90 0.23
H 2.675095 -2.482582 -0.026624 -1.47 -0.22 0.84 0.20
H -2.461314 3.006420 0.380483 0.52 -1.67 -1.39 0.05
H 4.649184 -5.483346 0.925886 -1.35 1.57 0.65 0.33
H -2.984518 2.453537 -1.304599 1.35 -0.78 1.11 0.22
H 2.773753 0.565290 -2.682238 -2.16 -0.37 -0.23 0.32
H -0.628290 1.025074 -4.012031 -0.42 0.30 1.83 0.23
H -4.463287 4.268660 3.766834 1.48 -1.29 -0.71 0.33
H -0.977761 1.366373 3.672049 -0.07 0.40 -2.25 0.47
H -2.536993 5.473447 2.769540 0.94 -1.78 0.62 0.31
H 0.301887 -5.412919 -0.623809 1.16 1.85 0.25 0.28
H 0.747227 -1.203918 3.729098 0.29 0.42 -2.01 0.43
H 0.853106 -2.036834 0.288710 1.94 -0.94 0.53 -0.02
H 1.689597 -4.313581 -1.322009 -1.54 -0.19 1.02 0.32
H 1.444105 -1.892957 -1.956138 0.96 0.52 -1.86 -0.14
H 3.038259 -1.730607 -3.021331 -2.18 0.41 0.28 0.27
H -3.899050 3.190816 2.347275 0.57 0.66 1.58 0.19
H 2.147779 0.916128 1.971403 -1.71 -0.61 0.31 0.47
H -2.212239 0.728237 -3.107515 1.52 1.43 -0.14 0.38
H -0.083998 -1.260597 2.081084 1.90 0.26 0.68 0.33
H 4.340519 -3.722808 0.457209 -0.63 -1.14 1.49 0.26
H 1.452926 0.557697 -3.995721 0.16 -0.65 1.91 0.40
H 0.007758 -3.615238 -0.933197 1.23 -0.94 0.90 0.30
H 1.150993 1.050589 3.520060 -0.14 -0.54 -2.15 0.45
H 3.170568 -1.380887 2.145302 -1.66 -0.64 -0.28 0.28
H -2.192252 1.486589 2.287070 1.79 0.45 0.11 0.45
H 2.224486 -2.791740 2.885445 -0.02 1.54 -1.34 0.38
H -3.510734 2.711305 4.129938 -0.03 1.34 -1.24 0.26
H 1.370651 -1.918164 -3.869258 0.79 0.58 1.71 0.35
H -3.143639 1.282455 0.139360 1.16 1.40 -1.01 0.26
H -1.993660 4.846982 4.427069 -0.44 -0.69 -1.78 0.36


66
Properties=species:S:1:pos:R:3:forces:R:3:mulliken_charge:R:1 method="wB97M-V/def2-TZVPD" gap_ev=8.88 e_homo_ha=-0.312 smiles="CC[C@@H](I)[C@]1(P(N)O)OC(=O)O[C@H]1C(F)(F)C(F)(F)F.CN(C)C=O.CN(C)C=O.CN(C)C=O"
I 1.889445 -0.988666 -3.416544 -0.12 0.19 0.33 0.15
P 4.026509 0.041282 -0.770027 1.74 0.30 1.30 -0.12
F 4.805572 2.990070 2.060678 0.87 0.65 -0.18 -0.29
F 3.727565 3.040529 -0.154612 0.41 -0.27 -0.68 -0.27
F 3.970723 1.049031 2.183267 -0.01 -1.19 -0.12 -0.20
F 2.181134 3.815858 1.109877 -0.24 0.42 0.15 -0.34
F 3.040525 2.668817 3.175105 -1.03 0.38 0.87 -0.26
O -1.603951 0.284606 -0.626748 -0.04 0.01 -0.05 -0.67
O -0.189191 -7.697297 3.198853 -0.09 0.12 0.02 -0.59
O 1.372435 -1.073993 2.221554 -0.70 -3.59 3.81 -0.52
O 4.026028 -1.613490 -0.858929 -0.44 0.56 -0.48 -0.47
O -1.017867 4.035177 -3.207787 -0.15 0.13 0.03 -0.60
O 1.284257 1.035537 1.498599 0.74 -0.57 0.18 -0.44
O 1.657166 -0.577756 0.073929 0.71 -1.14 -0.33 -0.28
N 4.727808 0.556260 -2.223464 -1.14 -0.03 0.17 -0.52
N -3.246788 4.038780 -2.758323 -0.06 -0.03 -0.15 0.14
N -2.359288 -1.710534 0.161117 0.00 0.10 0.14 0.22
N -0.405468 -5.597265 4.048088 0.18 0.07 0.10 0.14
C -4.602236 3.873559 -3.243970 0.12 0.05 0.26 -0.93
C 1.940794 2.979904 -2.572791 -0.63 0.21 0.75 -1.07
C 1.441834 -0.330307 1.365094 0.46 4.30 -3.72 0.39
C 0.910395 1.839052 -2.653658 0.66 -0.40 -0.72 0.17
C -1.888593 -0.462006 0.297045 0.06 0.04 0.18 0.05
C -3.031402 4.355931 -1.356384 0.25 -0.04 -0.11 -0.84
C -2.175699 3.907217 -3.563234 0.02 -0.01 -0.08 0.08
C 0.279033 -6.724005 3.756414 0.07 -0.08 -0.01 0.13
C 2.859936 2.690326 0.791043 -0.55 -0.22 0.76 0.61
C 1.261796 0.499010 -1.955031 -0.09 1.12 0.07 -0.44
C 1.810150 1.659706 0.340349 -0.75 0.94 -0.79 -0.20
C -2.561913 -2.242994 -1.176951 0.12 0.22 -0.03 -0.93
C 0.211992 -4.467033 4.716270 -0.31 -0.03 -0.13 -0.86
C -1.806677 -5.521050 3.676921 0.16 -0.24 -0.08 -0.98
C 3.665978 2.321598 2.082150 0.35 0.22 -0.41 0.60
C -2.667352 -2.541366 1.308251 -0.02 -0.12 -0.29 -1.16
C 2.185667 0.559728 -0.704739 -1.17 -1.90 0.03 0.62
H 0.148163 -3.583179 4.077596 0.10 0.07 0.10 0.29
H -2.497111 5.303606 -1.274361 -0.01 -0.02 0.10 0.32
H 1.259017 -4.673958 4.928247 -0.02 -0.05 -0.04 0.29
H 2.985898 2.667348 -2.508101 -0.17 -0.07 -0.32 0.24
H 4.091609 0.925977 -2.920539 0.35 -0.20 -0.24 0.27
H -2.223600 -4.560478 3.972813 0.10 0.01 0.04 0.38
H 5.537991 1.142845 -2.077871 -0.15 0.00 0.04 0.34
H 4.264611 -1.950485 0.015079 -0.09 0.12 -0.16 0.36
H -2.443321 3.663911 -4.605574 -0.03 0.01 0.02 0.33
H 1.334274 -6.684731 4.077549 -0.03 0.05 0.01 0.27
H 0.327356 0.099488 -1.575023 0.04 -0.17 -0.16 0.06
H -2.055417 -3.444727 1.272958 -0.06 -0.03 0.13 0.47
H -2.423785 3.575382 -0.895301 -0.03 0.05 0.08 0.15
H -2.943472 -3.259564 -1.120033 0.02 0.02 0.08 0.39
H 1.782057 3.683205 -3.391825 0.16 -0.17 0.02 0.45
H 0.940149 2.212691 -0.035881 0.51 0.26 -0.32 0.52
H 1.742856 3.550385 -1.655485 0.18 0.05 -0.24 0.17
H -5.163271 4.796728 -3.083562 -0.11 -0.06 -0.06 0.34
H -1.615127 -2.237187 -1.719306 -0.06 -0.05 -0.07 0.26
H -2.357956 -6.325355 4.166156 -0.10 0.04 -0.09 0.34
H -3.272232 -1.614433 -1.715783 0.02 -0.07 -0.07 0.29
H -0.067550 2.176131 -2.309206 0.21 0.01 0.20 -0.21
H -2.464266 -2.010437 2.236742 0.04 0.06 -0.07 0.32
H -1.897811 -5.644820 2.596255 -0.16 -0.03 0.03 0.27
H -3.985515 4.428602 -0.839541 -0.02 -0.02 -0.08 0.39
H -4.601796 3.639616 -4.306952 0.06 0.01 0.02 0.29
H -3.723070 -2.819887 1.280085 0.03 -0.08 0.13 0.38
H -0.308357 -4.268936 5.656115 0.10 0.09 0.03 0.33
H 0.766336 1.614535 -3.715701 -0.13 -0.01 0.21 0.67
H -1.768912 -0.156303 1.350369 -0.01 -0.02 -0.01 0.35
H -5.088064 3.059809 -2.701327 -0.11 0.02 -0.08 0.33